1.
{
  "formula": "C25H29Cl5CoN6O2",
  "method": "ωB97M-V/def2-TZVPD",
  "e_homo_ev": [-11.51, -11.51],
  "homo_lumo_gap_ev": [7.639, 7.618],
  "total_charge": 1,
  "elements": ["Co", "Cl", "Cl", "Cl", "Cl", "Cl", "O", "O", "N", "N", "N", "N", "N", "N", "C", "C", "C", "C", "C", "C", "C", "C", "C", "C", "C", "C", "C", "C", "C", "C", "C", "C", "C", "C", "C", "C", "C", "C", "C", "H", "H", "H", "H", "H", "H", "H", "H", "H", "H", "H", "H", "H", "H", "H", "H", "H", "H", "H", "H", "H", "H", "H", "H", "H", "H", "H", "H", "H"],
  "positions_angstrom": [[0.18317, 0.47404, 0.40504], [1.32649, 6.38095, -1.78862], [2.55397, 1.34178, -0.20749], [3.46099, 4.09146, -1.46665], [-1.57693, 5.91595, -0.78909], [-2.38518, 3.23834, 0.51631], [-0.03978, -2.87719, -0.43343], [0.88910, -1.23729, 0.74855], [-3.56781, 0.09668, -1.32198], [-1.52013, 0.22732, -2.17975], [1.64128, 1.50414, 3.09406], [1.37397, -0.59540, 3.71046], [-0.26216, 0.47180, 2.25962], [-1.67508, 0.17025, 0.14354], [-2.25212, 0.17026, -1.02871], [-4.67630, 0.45215, -0.45224], [-0.14005, -0.19526, -2.17915], [0.85321, 0.41521, 3.00270], [-0.42446, 4.65389, -0.66717], [4.24958, -3.49698, 1.59372], [3.28792, -5.32324, 0.35716], [4.32371, -4.79930, 1.11803], [1.83183, 3.86497, -0.98966], [2.17535, -4.54770, 0.07118], [0.88314, 4.87512, -1.11080], [2.48310, -0.11904, 4.53786], [1.18816, 2.87271, 2.94826], [-2.38248, -0.07541, 1.39821], [1.41154, 2.65990, -0.46197], [-0.78517, 3.41707, -0.12924], [2.09693, -3.24425, 0.54638], [-2.36384, -0.07444, -3.32984], [0.88031, -2.42449, 0.22639], [3.13673, -2.72102, 1.30824], [2.84747, 1.19810, 3.85492], [0.84887, -1.92868, 3.93086], [-3.77167, 0.12108, -2.76938], [-1.32620, -0.52956, 2.37468], [0.12028, 2.36466, -0.04880], [-0.01217, -1.20978, -1.78565], [3.34876, -6.33705, -0.01313], [-4.20312, 1.08156, -3.06512], [0.49279, 0.53331, -1.63878], [-5.08656, -0.41907, 0.05652], [1.25538, 3.37610, 3.91559], [2.16001, 0.01221, 5.57431], [-2.85301, 0.83435, 1.77158], [-4.37547, 1.20001, 0.27426], [3.29904, -0.84086, 4.51167], [1.64148, -2.51707, 4.39012], [1.80147, 3.41490, 2.22963], [-0.01130, -1.92272, 4.60119], [5.06227, -3.08774, 2.18011], [-4.45215, -0.67401, -3.07325], [-1.71920, -0.56328, 3.39418], [-2.20356, -1.10526, -3.65939], [3.70310, 1.09358, 3.18159], [0.59446, -2.40395, 2.98971], [0.24905, -0.14455, -3.19541], [-2.14338, 0.59797, -4.15840], [3.06619, -1.70297, 1.66829], [-5.46120, 0.88651, -1.06969], [5.19130, -5.40413, 1.33771], [1.35575, -4.93466, -0.51825], [0.15442, 2.86899, 2.61388], [-3.13566, -0.85567, 1.27649], [-0.99560, -1.51922, 2.07015], [3.06097, 1.99666, 4.56489]],
  "atomic_forces_ev_per_a": [[-0.8, 0.1, -0.4], [0.0, 0.1, 0.0], [-0.1, 0.0, 0.1], [0.0, 0.0, 0.0], [0.0, 0.0, 0.0], [0.0, 0.0, -0.1], [-0.1, 0.0, -0.2], [0.5, 0.3, 0.0], [0.1, -0.1, 0.1], [-0.1, 0.2, 0.3], [0.0, 0.0, 0.1], [-0.1, 0.1, 0.2], [0.3, 0.1, -0.1], [0.2, 0.0, 0.0], [0.1, 0.0, -0.1], [0.0, 0.0, 0.0], [0.2, -0.1, 0.1], [-0.2, 0.0, 0.0], [0.0, 0.0, 0.0], [0.0, 0.0, 0.0], [0.0, 0.0, 0.0], [0.0, 0.0, 0.0], [0.1, 0.0, 0.0], [0.0, 0.0, 0.0], [-0.1, 0.0, 0.0], [0.1, 0.0, -0.1], [-0.1, 0.0, 0.0], [-0.1, 0.0, 0.0], [-0.3, -0.1, 0.2], [0.0, -0.3, 0.1], [0.0, 0.0, 0.0], [0.0, -0.1, 0.0], [-0.1, -0.2, 0.1], [0.1, 0.0, 0.0], [0.1, 0.0, 0.0], [0.0, -0.2, -0.1], [-0.1, 0.0, -0.1], [0.1, 0.0, 0.1], [0.3, 0.1, 0.0], [-0.1, 0.1, -0.1], [0.0, 0.0, 0.0], [0.0, 0.0, 0.0], [-0.1, 0.0, 0.0], [0.0, 0.0, 0.0], [0.0, 0.0, 0.0], [0.0, 0.0, 0.0], [0.0, 0.0, 0.0], [0.0, 0.0, 0.0], [0.0, 0.0, 0.0], [0.0, 0.0, 0.0], [0.0, 0.0, -0.1], [0.0, 0.0, 0.0], [0.0, 0.0, 0.0], [0.0, 0.0, 0.0], [0.0, 0.0, -0.1], [0.0, 0.0, 0.0], [0.0, 0.0, 0.0], [0.0, 0.0, 0.0], [0.0, 0.0, 0.0], [0.0, 0.0, 0.0], [0.0, 0.0, 0.0], [0.0, 0.0, 0.0], [0.1, 0.0, 0.0], [0.0, 0.0, 0.0], [0.0, 0.0, 0.0], [0.0, 0.0, 0.0], [0.0, -0.1, 0.1], [0.0, 0.0, 0.0]],
  "nbo_charge": [1.14, 0.10, 0.06, 0.09, 0.09, 0.01, -0.66, -0.85, -0.40, -0.41, -0.39, -0.38, -0.56, -0.54, 0.68, -0.41, -0.42, 0.69, -0.12, -0.21, -0.21, -0.19, -0.10, -0.17, -0.08, -0.21, -0.41, -0.23, -0.10, 0.01, -0.11, -0.21, 0.77, -0.22, -0.22, -0.41, -0.21, -0.23, -0.28, 0.26, 0.22, 0.20, 0.18, 0.21, 0.21, 0.20, 0.21, 0.22, 0.22, 0.23, 0.21, 0.21, 0.21, 0.22, 0.21, 0.20, 0.21, 0.24, 0.25, 0.22, 0.21, 0.22, 0.22, 0.24, 0.24, 0.22, 0.21, 0.22]
}

2.
{
  "formula": "C25H29ClF6N3O2SiTi",
  "method": "ωB97M-V/def2-TZVPD",
  "e_homo_ev": -11.97,
  "de_lowest_kj_mol": 129.8,
  "homo_lumo_gap_ev": 7.191,
  "total_charge": 1,
  "elements": ["Ti", "Cl", "Si", "F", "F", "F", "F", "F", "F", "O", "O", "N", "N", "N", "C", "C", "C", "C", "C", "C", "C", "C", "C", "C", "C", "C", "C", "C", "C", "C", "C", "C", "C", "C", "C", "C", "C", "C", "C", "H", "H", "H", "H", "H", "H", "H", "H", "H", "H", "H", "H", "H", "H", "H", "H", "H", "H", "H", "H", "H", "H", "H", "H", "H", "H", "H", "H", "H"],
  "positions_angstrom": [[-0.18405, 1.11423, -0.55789], [-0.09752, 2.35467, -2.35627], [-2.55864, 2.34902, 1.47871], [3.59607, 1.88550, 1.19450], [3.05840, 3.93903, 0.72246], [0.37797, 3.01002, 0.49159], [1.04050, 0.94363, 0.94630], [2.58180, 2.34393, -0.66346], [-1.30594, -0.32373, -1.65128], [5.34234, -2.15261, 2.73603], [5.70664, -2.11302, -1.35047], [4.67420, -1.77275, 0.62215], [1.32298, -0.30707, -1.51528], [-1.91883, 1.53147, -0.04409], [2.19678, -1.36532, -3.47269], [-3.25010, -0.11872, -3.05644], [1.21316, -0.66649, -2.80463], [-1.52946, -1.89894, 1.08740], [2.43751, -0.66644, -0.86015], [0.57272, -2.92740, 0.58480], [3.46327, -1.37646, -1.45099], [-2.54017, 0.27832, -1.96106], [1.35499, 2.54022, 1.43580], [-4.77222, 1.65497, -2.48248], [-2.79844, 4.14711, 1.04310], [-4.13695, 1.44985, 1.88578], [-1.36119, 2.12202, 2.88055], [0.31002, -1.68636, 2.63087], [-1.33411, -3.27820, -1.02014], [2.67081, 2.67364, 0.64753], [3.34798, -1.71823, -2.79000], [-0.74953, -2.67035, 0.22605], [-1.00546, -1.41698, 2.28233], [4.71894, -1.78352, -0.72195], [5.82789, -2.14649, 1.41424], [-4.00493, 2.01361, -1.38201], [1.09810, -2.44582, 1.77585], [-2.84718, 1.29746, -1.08387], [-4.41371, 0.59989, -3.30979], [0.31515, -0.36047, -3.31937], [-4.60778, 1.95333, 2.73504], [-1.63881, -0.85565, 2.95746], [-2.91515, -0.93342, -3.68321], [-0.76350, 3.01561, 3.05439], [-2.26369, -2.78697, -1.30846], [-3.91710, 0.42575, 2.19820], [-5.02580, 0.34248, -4.16239], [-2.57139, -1.71462, 0.84515], [-2.18400, 4.44108, 0.19001], [4.16240, -2.25038, -3.26425], [6.62971, -1.41670, 1.27176], [0.71283, -1.32228, 3.56705], [-1.94823, 1.92620, 3.78223], [-0.63500, -3.22525, -1.85698], [-4.30240, 2.85132, -0.76830], [2.49263, -0.37659, 0.17532], [-4.86734, 1.40960, 1.07964], [-3.83774, 4.38818, 0.81407], [6.18386, -3.12932, 1.09573], [3.84775, -1.53180, 1.14250], [-0.66897, 1.29095, 2.75993], [6.06026, -2.36788, 3.33837], [2.05882, -1.61662, -4.51436], [2.11779, -2.68868, 2.05273], [-2.49892, 4.76686, 1.89080], [-5.66762, 2.22083, -2.70025], [-1.56219, -4.33286, -0.85618], [1.18978, -3.53642, -0.06772]],
  "atomic_forces_ev_per_a": [[0.2, 0.4, 0.3], [0.1, 0.0, 0.0], [0.0, -0.1, 0.0], [0.0, 0.0, 0.0], [0.0, 0.1, 0.0], [0.2, 0.0, 0.0], [-0.3, -0.1, -0.1], [0.0, 0.0, 0.0], [-0.1, -0.1, -0.2], [0.0, 0.0, 0.0], [0.0, 0.0, 0.0], [0.0, 0.0, 0.0], [-0.1, 0.1, 0.1], [0.2, -0.1, -0.2], [0.0, 0.0, 0.0], [0.0, 0.0, 0.0], [0.0, 0.0, 0.0], [0.1, 0.0, 0.0], [-0.1, -0.1, 0.0], [0.0, 0.0, 0.0], [0.0, 0.0, 0.0], [0.0, -0.1, 0.0], [-0.1, 0.0, -0.1], [0.0, 0.0, 0.0], [0.0, 0.0, 0.0], [0.0, 0.0, 0.0], [0.0, 0.0, 0.0], [0.0, 0.0, 0.0], [0.0, 0.0, 0.0], [0.1, 0.0, 0.0], [0.0, 0.0, 0.0], [0.0, 0.0, 0.0], [0.0, 0.0, 0.0], [0.0, 0.0, 0.0], [0.0, 0.0, 0.0], [0.0, 0.0, 0.1], [0.0, 0.0, 0.0], [0.0, 0.0, -0.1], [0.0, 0.0, 0.0], [0.0, 0.0, 0.0], [0.0, 0.0, 0.0], [0.0, 0.0, 0.0], [0.0, 0.0, 0.0], [0.0, 0.0, 0.0], [0.0, 0.0, 0.0], [0.0, 0.0, 0.0], [0.0, 0.0, 0.0], [0.0, 0.0, 0.0], [0.0, 0.0, 0.0], [0.0, 0.0, 0.0], [0.0, 0.0, 0.0], [0.0, 0.0, 0.0], [0.0, 0.0, 0.0], [0.0, 0.0, 0.0], [0.0, 0.0, 0.0], [0.0, 0.1, 0.0], [0.0, 0.0, 0.0], [0.0, 0.0, 0.0], [0.0, 0.0, 0.0], [0.0, 0.0, 0.0], [0.0, 0.0, 0.0], [0.0, 0.0, 0.0], [0.0, 0.0, 0.0], [0.0, 0.0, 0.0], [0.0, 0.0, 0.0], [0.0, 0.0, 0.0], [0.0, 0.0, 0.0], [0.0, 0.0, 0.0]],
  "nbo_charge": [1.76, -0.28, 1.79, -0.30, -0.29, -0.39, -0.51, -0.31, -0.35, -0.72, -0.60, -0.62, -0.55, -1.02, -0.25, -0.27, 0.08, -0.19, 0.08, -0.22, -0.10, 0.41, 0.37, -0.18, -1.14, -1.14, -1.15, -0.21, -0.63, 0.83, -0.08, -0.03, -0.23, 0.65, 0.11, -0.20, -0.22, 0.05, -0.18, 0.22, 0.26, 0.22, 0.25, 0.27, 0.21, 0.25, 0.24, 0.21, 0.26, 0.26, 0.17, 0.23, 0.26, 0.22, 0.24, 0.23, 0.25, 0.25, 0.18, 0.41, 0.26, 0.49, 0.25, 0.22, 0.26, 0.24, 0.24, 0.22]
}

3.
{
  "formula": "C25H29ClN4O3S",
  "method": "ωB97M-V/def2-TZVPD",
  "e_homo_ev": -7.36,
  "de_lowest_kj_mol": 4.1,
  "homo_lumo_gap_ev": 7.766,
  "total_charge": 0,
  "elements": ["Cl", "S", "O", "O", "O", "N", "N", "N", "N", "C", "C", "C", "C", "C", "C", "C", "C", "C", "C", "C", "C", "C", "C", "C", "C", "C", "C", "C", "C", "C", "C", "C", "C", "C", "H", "H", "H", "H", "H", "H", "H", "H", "H", "H", "H", "H", "H", "H", "H", "H", "H", "H", "H", "H", "H", "H", "H", "H", "H", "H", "H", "H", "H"],
  "positions_angstrom": [[-1.88611, -3.71812, 1.34261], [3.83865, -0.59601, -1.40985], [-5.04786, 1.47882, 2.67377], [-0.27499, 0.17606, -1.74679], [1.34029, 3.49662, -0.23263], [2.45744, 1.58921, -0.75581], [-0.04079, -1.98607, -2.30246], [2.01496, -0.38260, 0.40388], [-2.27257, 2.00644, 3.04099], [2.47456, -4.11299, 0.35026], [0.11585, -0.65830, -2.53735], [-3.12438, 2.93479, 2.31882], [0.65868, 1.51754, 0.86443], [1.47536, 2.30369, -0.06293], [-1.22450, 1.38262, 2.38977], [-0.87213, 0.04166, 2.62934], [0.71371, 1.05945, -4.35876], [-4.30414, 2.17314, 1.69605], [0.27999, -3.27390, -0.21726], [1.63571, -3.40311, -0.49411], [1.96655, -4.71385, 1.48854], [-0.20794, -3.88039, 0.93827], [2.80238, 1.97169, -3.19107], [0.61900, -4.59829, 1.78565], [-3.05947, 1.31192, 4.04008], [3.22237, 2.31682, -1.75940], [0.83322, -0.37823, -3.84507], [-0.41486, 2.10846, 1.51287], [0.96540, 0.17427, 1.09261], [0.20380, -0.54833, 2.00369], [-0.65452, -2.49087, -1.10241], [2.70671, 0.26413, -0.56121], [1.29463, 2.11680, -3.41847], [-4.23483, 0.57284, 3.38691], [-0.58614, 3.15402, 1.31483], [2.61404, -5.27010, 2.14828], [0.44516, -1.05949, -4.60654], [0.44749, -1.58122, 2.20334], [-5.00277, 2.86100, 1.21774], [-4.87877, 0.11298, 4.13836], [1.88402, -0.63606, -3.68515], [-2.43615, 0.63528, 4.62190], [1.21595, 1.11516, -5.32822], [-3.46270, 2.07293, 4.71748], [-3.85483, -0.20445, 2.70566], [-0.34348, 1.28484, -4.51417], [-1.02319, -1.61495, -0.55435], [3.12151, 0.95178, -3.40042], [4.28101, 2.08037, -1.62138], [-1.45380, -0.56757, 3.30212], [2.21351, -1.37123, 0.51106], [0.20795, -5.05692, 2.67124], [-1.51762, -3.11817, -1.35877], [-3.50307, 3.67471, 3.03117], [-2.57163, 3.44649, 1.53560], [-3.91658, 1.46608, 0.94537], [3.05109, 3.37599, -1.55944], [0.76230, 2.03999, -2.47245], [1.07846, 3.10469, -3.82866], [0.29829, -2.65771, -2.97214], [3.35673, 2.62645, -3.86498], [3.52465, -4.18829, 0.11379], [2.04840, -2.93251, -1.37424]],
  "atomic_forces_ev_per_a": [[-0.2, 0.0, 0.1], [0.6, -0.4, -0.3], [-0.1, 0.0, 0.1], [-0.1, 0.4, 0.1], [-0.1, 0.0, 0.0], [-0.1, -0.1, 0.1], [-0.1, -0.5, 0.1], [0.1, 0.1, -0.2], [-0.2, 0.3, 0.4], [0.1, 0.0, 0.0], [0.2, -0.3, -0.4], [-0.4, -0.1, -0.3], [-0.2, -0.5, 0.3], [-0.1, 0.2, 0.2], [0.5, -0.1, -0.2], [-0.1, 0.1, 0.0], [0.0, 0.0, 0.2], [0.2, 0.3, -0.1], [-0.1, 0.0, 0.1], [-0.1, -0.2, -0.1], [0.0, 0.0, 0.0], [0.3, -0.1, -0.1], [-0.2, 0.0, 0.1], [-0.1, 0.0, 0.0], [-0.3, -0.2, -0.1], [0.4, 0.3, -0.5], [0.0, 0.4, -0.1], [0.0, -0.2, 0.0], [-0.4, 0.6, 0.3], [0.2, 0.1, -0.2], [-0.2, 0.1, 0.0], [0.0, -0.6, 0.3], [0.0, 0.0, -0.1], [0.2, 0.0, 0.3], [0.0, 0.1, 0.0], [0.1, -0.1, 0.1], [0.0, -0.1, 0.0], [0.0, -0.1, 0.0], [0.1, 0.0, -0.1], [0.1, 0.0, 0.0], [0.0, -0.1, 0.0], [0.0, 0.0, 0.0], [-0.1, 0.0, 0.0], [0.0, -0.1, 0.0], [0.0, 0.0, 0.1], [0.0, 0.0, -0.1], [-0.1, -0.2, -0.1], [0.1, 0.1, 0.0], [-0.2, 0.1, 0.1], [-0.1, 0.0, 0.1], [0.1, 0.2, -0.1], [-0.1, 0.0, 0.1], [0.1, 0.1, 0.1], [0.0, 0.0, -0.1], [0.0, 0.1, 0.0], [0.0, 0.1, 0.0], [0.1, -0.2, 0.0], [0.0, 0.1, -0.1], [0.0, 0.0, 0.0], [0.0, 0.2, -0.1], [0.1, 0.0, 0.0], [0.1, 0.0, 0.0], [0.0, 0.1, 0.0]],
  "nbo_charge": [0.00, -0.27, -0.52, -0.65, -0.59, -0.46, -0.62, -0.59, -0.42, -0.20, 0.70, -0.24, -0.17, 0.69, 0.15, -0.22, -0.38, -0.09, 0.02, -0.27, -0.21, -0.06, -0.42, -0.23, -0.24, -0.22, -0.51, -0.18, 0.23, -0.24, -0.28, 0.32, -0.42, -0.09, 0.24, 0.22, 0.22, 0.22, 0.20, 0.20, 0.24, 0.21, 0.20, 0.21, 0.16, 0.21, 0.26, 0.22, 0.23, 0.22, 0.44, 0.23, 0.21, 0.20, 0.22, 0.17, 0.24, 0.23, 0.21, 0.40, 0.21, 0.23, 0.25]
}

- Number 3 is which compound?
  C25H29ClN4O3S